[1]
Here is C23H31CsN5O2PS2 as an isolated structure in a non-equilibrium geometry from the Open Molecules 2025 dataset. Energies are from ωB97M-V with the def2-TZVPD basis set.

Last column: Mulliken charge in e.
Cartesian coordinates (Å):
1 Cs 0.822 -0.028 -0.162  1.145
2 C -2.981 1.295 0.938  -1.131
3 N -2.189 1.901 -0.127  0.892
4 C -1.698 3.207 0.276  -1.422
5 C -0.495 3.654 -0.547  -0.536
6 N 0.762 3.198 0.041  0.787
7 C 1.860 3.218 -0.913  -1.131
8 C 1.076 3.871 1.284  -0.977
9 C 1.426 5.221 1.219  -0.219
10 C 1.755 5.954 2.347  -0.835
11 C 1.723 5.298 3.576  -0.355
12 C 1.370 3.963 3.650  -0.505
13 C 1.026 3.183 2.520  0.482
14 S 0.557 1.506 2.691  -0.476
15 C -2.770 1.791 -1.424  0.083
16 C -3.164 2.946 -2.112  -0.033
17 C -3.706 2.902 -3.391  -0.881
18 C -3.877 1.667 -3.995  -0.437
19 C -3.487 0.516 -3.325  -0.764
20 C -2.906 0.512 -2.045  -0.128
21 S -2.341 -1.008 -1.354  -0.425
22 H -3.841 1.942 1.190  0.294
23 H -2.350 1.181 1.821  0.296
24 H -3.338 0.317 0.626  0.339
25 H -1.385 3.109 1.317  0.588
26 H -2.488 3.978 0.258  0.287
27 H -0.500 4.751 -0.669  0.024
28 H -0.569 3.228 -1.550  0.737
29 H 2.094 4.224 -1.300  0.326
30 H 1.609 2.590 -1.773  0.397
31 H 2.758 2.810 -0.447  0.332
32 H 1.440 5.703 0.247  0.198
33 H 2.027 7.000 2.271  0.345
34 H 1.975 5.833 4.486  0.324
35 H 1.342 3.462 4.610  0.336
36 H -3.030 3.912 -1.645  0.236
37 H -3.981 3.821 -3.897  0.348
38 H -4.295 1.593 -4.994  0.324
39 H -3.589 -0.451 -3.805  0.350
40 C 0.656 -6.373 -0.737  -0.915
41 N -0.467 -5.480 -0.480  0.043
42 C -0.607 -5.336 0.967  -1.044
43 N 0.605 -4.892 1.652  0.046
44 C 1.689 -5.804 1.311  -0.910
45 N 1.923 -5.974 -0.122  0.014
46 C 2.425 -4.719 -0.714  -0.948
47 P 1.314 -3.242 -0.520  0.297
48 C -0.225 -4.151 -1.092  -0.834
49 C 0.961 -3.501 1.308  -0.646
50 H 0.803 -6.454 -1.817  0.398
51 H 0.397 -7.363 -0.347  0.324
52 H -0.884 -6.312 1.380  0.301
53 H -1.412 -4.629 1.176  0.403
54 H 1.443 -6.788 1.726  0.283
55 H 2.609 -5.447 1.779  0.438
56 H 2.591 -4.882 -1.783  0.455
57 H 3.388 -4.468 -0.268  0.373
58 H -0.163 -4.277 -2.177  0.350
59 H -1.098 -3.517 -0.924  0.364
60 H 0.131 -2.847 1.587  0.662
61 H 1.828 -3.198 1.890  0.357
62 O 3.548 -2.106 0.636  -0.605
63 C 3.862 -1.032 0.070  0.038
64 O 3.259 -0.440 -0.859  -0.784
65 H 4.779 -0.539 0.463  0.325

Properties
HOMO-LUMO gap = 5.426 eV
net charge = -2
lowest unoccupied orbital energy = 4.0 eV
HOMO level = -1.38 eV

---

[2]
Here is C23H31FeN4O5S as an isolated structure from the Open Molecules 2025 dataset. Energies are from ωB97M-V with the def2-TZVPD basis set.

Last column: Mulliken charge in e.
Cartesian coordinates (Å):
1 Fe -0.290 -0.764 -0.654  0.238
2 O -1.903 0.182 -0.739  -0.835
3 C -2.844 0.247 0.188  0.622
4 C -3.173 1.508 0.711  -0.196
5 C -4.167 1.657 1.658  -0.721
6 C -4.873 0.552 2.131  -0.652
7 C -4.573 -0.693 1.616  -0.733
8 C -3.584 -0.868 0.647  0.777
9 C -3.361 -2.201 0.096  -0.404
10 N -2.523 -2.390 -0.830  0.006
11 C -2.206 -3.700 -1.335  -1.056
12 C -0.790 -3.553 -1.902  -1.159
13 N -0.027 -2.807 -0.908  0.816
14 C 0.859 -3.416 -0.220  -0.317
15 C 1.424 -2.913 1.007  0.261
16 C 2.457 -3.635 1.622  -0.676
17 C 2.883 -3.336 2.894  -0.847
18 C 2.220 -2.322 3.595  -0.517
19 C 1.194 -1.609 3.020  -0.305
20 C 0.790 -1.848 1.689  0.448
21 O -0.173 -1.118 1.182  -0.473
22 H -2.617 2.363 0.347  0.307
23 H -4.393 2.645 2.041  0.409
24 H -5.643 0.669 2.882  0.384
25 H -5.118 -1.568 1.955  0.344
26 H -3.940 -3.025 0.540  0.274
27 H -2.904 -4.007 -2.117  0.388
28 H -2.215 -4.461 -0.543  0.463
29 H -0.830 -2.967 -2.819  0.434
30 H -0.333 -4.527 -2.097  0.486
31 H 1.138 -4.435 -0.503  0.281
32 H 2.910 -4.455 1.075  0.375
33 H 3.688 -3.890 3.355  0.397
34 H 2.512 -2.096 4.613  0.399
35 H 0.672 -0.841 3.577  0.492
36 C 1.994 -1.901 -3.852  -1.054
37 S 1.474 -0.600 -2.765  1.408
38 O -0.025 -0.683 -2.679  -0.589
39 O 1.941 0.637 -3.334  -0.668
40 O 1.990 -0.936 -1.428  -0.600
41 H 2.022 -1.516 -4.868  0.385
42 H 1.297 -2.732 -3.772  0.225
43 H 2.986 -2.208 -3.531  0.330
44 C 1.608 5.106 1.139  -1.070
45 C 2.400 4.000 0.453  -0.866
46 N 1.576 3.094 -0.339  0.231
47 C 1.147 3.564 -1.658  -0.934
48 C -0.309 4.019 -1.714  -0.602
49 C 1.157 1.897 0.133  0.679
50 C 1.544 1.496 1.522  -1.387
51 N 0.416 1.109 -0.573  0.884
52 H 2.274 5.740 1.726  0.420
53 H 0.851 4.689 1.805  0.261
54 H 1.102 5.738 0.408  0.282
55 H 2.959 3.425 1.186  0.459
56 H 3.141 4.436 -0.219  0.451
57 H 1.342 2.781 -2.395  0.321
58 H 1.802 4.397 -1.917  0.468
59 H -0.997 3.222 -1.429  -0.023
60 H -0.559 4.322 -2.732  0.387
61 H -0.486 4.867 -1.053  0.283
62 H 1.376 2.313 2.223  0.423
63 H 2.596 1.209 1.566  0.329
64 H 0.930 0.652 1.809  -0.194
65 H 0.183 1.483 -1.486  0.053

Properties
HOMO-LUMO gap (alpha / beta) = 7.192 / 7.622 eV
lowest unoccupied orbital energy (alpha / beta) = -0.5 / 0.0 eV
energy above the lowest of the compared OMol25 structures with the same formula, charge and spin = 7.4 kcal per mole
spin multiplicity = 2
HOMO level (alpha / beta) = -7.70 / -7.59 eV

---

Number 1: DFT total energy -2477.2242 Ha. Number 2: DFT total energy -3152.1600 Ha.